{
  "formula": "C42H80FN5O7",
  "method": "ωB97M-V with the def2-TZVPD basis set",
  "multiplicity": 5,
  "total_energy_ha": -2548.2057,
  "orbital_gap_ev": [9.20, 9.22],
  "fmax_ha_per_bohr": 0.0621,
  "s_squared": 6.017,
  "elements": ["C", "C", "C", "N", "F", "C", "O", "O", "C", "C", "O", "H", "H", "H", "H", "H", "H", "H", "H", "C", "C", "C", "C", "C", "C", "N", "O", "C", "C", "C", "H", "H", "H", "H", "H", "H", "H", "H", "H", "H", "H", "H", "H", "H", "H", "H", "H", "H", "C", "C", "C", "C", "C", "C", "N", "O", "C", "C", "C", "H", "H", "H", "H", "H", "H", "H", "H", "H", "H", "H", "H", "H", "H", "H", "H", "H", "H", "C", "C", "C", "C", "C", "C", "N", "O", "C", "C", "C", "H", "H", "H", "H", "H", "H", "H", "H", "H", "H", "H", "H", "H", "H", "H", "H", "H", "H", "C", "C", "C", "C", "C", "C", "N", "O", "C", "C", "C", "H", "H", "H", "H", "H", "H", "H", "H", "H", "H", "H", "H", "H", "H", "H", "H", "H", "H"],
  "xyz": [[-1.40615, -3.77989, -1.09215], [-1.31677, -3.55509, 0.09020], [-1.09077, -3.05375, 1.49266], [0.13075, -3.75509, 1.97903], [0.17877, -3.57149, 3.37674], [1.33067, -3.03939, 1.50381], [2.10548, -3.57031, 0.77380], [1.47215, -1.76804, 2.00725], [1.48489, -0.76608, 0.97658], [2.39570, 0.39786, 1.49095], [2.14916, 0.74828, 2.83696], [-1.45432, -4.23822, -2.07303], [-1.92389, -3.33672, 2.16512], [-0.97537, -1.94964, 1.53356], [0.48440, -0.36409, 0.72092], [1.95795, -1.11335, 0.03148], [2.15622, 1.30092, 0.88800], [3.45713, 0.13371, 1.29970], [2.37231, 0.01877, 3.43070], [-4.26976, 0.58759, 4.78025], [-2.76787, 0.32767, 4.53324], [-1.94798, 0.76578, 5.75496], [-1.76529, 2.27546, 5.86428], [-1.18220, 2.82429, 4.56717], [-2.02189, 2.46157, 3.33722], [-2.34150, 1.00124, 3.26985], [-1.27419, 0.37876, 2.82309], [-3.31887, 3.30199, 3.34416], [-1.27894, 2.94469, 2.08196], [-2.68308, -1.20456, 4.43891], [-4.53406, 1.63615, 4.87938], [-4.87266, 0.16546, 3.97334], [-4.58718, 0.11004, 5.70995], [-0.95470, 0.30472, 5.71243], [-2.41424, 0.39125, 6.67028], [-2.71599, 2.75953, 6.10516], [-1.08836, 2.50149, 6.69201], [-1.08773, 3.91155, 4.64505], [-0.16357, 2.43767, 4.44947], [-4.03191, 2.93433, 2.60294], [-3.10124, 4.34277, 3.09784], [-3.81155, 3.33822, 4.31416], [-0.27815, 2.51771, 1.99990], [-1.15223, 4.02798, 2.11207], [-1.83708, 2.69885, 1.17492], [-3.20678, -1.57857, 3.55527], [-3.14596, -1.66184, 5.31515], [-1.65316, -1.56327, 4.40408], [4.97218, -5.22510, -1.85215], [3.86378, -5.44047, -2.90530], [4.34435, -6.41893, -3.98619], [5.30933, -5.80072, -4.99134], [4.69375, -4.54510, -5.59962], [4.27013, -3.51785, -4.54134], [3.43286, -4.12044, -3.45842], [2.21069, -4.25876, -3.92172], [5.53296, -2.85480, -3.94643], [3.54498, -2.36101, -5.24687], [2.74834, -6.13507, -2.10996], [5.86559, -4.73772, -2.23213], [4.59780, -4.63288, -1.01442], [5.30327, -6.18580, -1.45165], [3.48028, -6.80662, -4.53801], [4.81674, -7.28698, -3.51941], [6.26783, -5.57804, -4.51429], [5.52212, -6.52287, -5.78385], [5.40822, -4.09117, -6.29240], [3.82680, -4.83641, -6.20325], [5.28996, -2.27069, -3.05660], [5.98413, -2.17266, -4.66969], [6.32104, -3.56196, -3.69466], [2.67872, -2.69697, -5.81740], [4.21369, -1.87312, -5.95790], [3.21485, -1.60711, -4.52840], [2.32446, -5.46976, -1.35420], [3.13989, -7.01276, -1.59256], [1.93773, -6.48588, -2.75023], [1.76812, 8.44216, 6.53037], [0.92438, 7.87797, 5.36665], [0.99033, 8.82412, 4.15943], [0.12590, 10.07119, 4.30662], [-1.30921, 9.67417, 4.63433], [-1.41079, 8.78547, 5.88082], [-0.47154, 7.62192, 5.83449], [-0.99770, 6.71034, 5.04683], [-1.14898, 9.64521, 7.13806], [-2.87147, 8.33473, 6.04088], [1.66277, 6.58397, 4.98714], [1.39917, 9.37707, 6.94170], [1.83171, 7.71970, 7.34668], [2.78698, 8.64543, 6.19342], [0.66714, 8.29008, 3.25875], [2.02573, 9.12272, 3.97629], [0.53683, 10.73292, 5.07414], [0.14267, 10.63826, 3.37246], [-1.91180, 10.57636, 4.77185], [-1.73448, 9.15251, 3.77009], [-1.01249, 9.01989, 8.02254], [-1.99650, 10.30451, 7.33422], [-0.29074, 10.30811, 7.04393], [-3.24333, 7.80325, 5.16439], [-3.52141, 9.20048, 6.17656], [-2.99037, 7.68863, 6.91362], [1.60832, 5.84389, 5.78874], [2.71778, 6.79344, 4.80216], [1.26787, 6.13122, 4.07698], [-0.25566, -3.51488, -6.23128], [-1.00390, -4.78952, -6.67293], [-1.32101, -4.72507, -8.17371], [-2.49001, -3.80790, -8.51674], [-3.71586, -4.19695, -7.69712], [-3.44488, -4.19980, -6.18692], [-2.22031, -4.97827, -5.82591], [-2.53413, -6.25617, -5.84942], [-3.32727, -2.74074, -5.69087], [-4.69423, -4.73300, -5.46776], [0.03837, -5.90019, -6.46380], [-0.83640, -2.59983, -6.30970], [0.08588, -3.60739, -5.19858], [0.62871, -3.35984, -6.85355], [-1.55762, -5.73027, -8.54086], [-0.43553, -4.40340, -8.72821], [-2.21815, -2.76239, -8.34677], [-2.72116, -3.89514, -9.58159], [-4.53664, -3.51110, -7.92568], [-4.05047, -5.18978, -8.01678], [-2.93726, -2.70016, -4.67179], [-4.30689, -2.25895, -5.68297], [-2.70728, -2.11115, -6.32647], [-4.97639, -5.73084, -5.80458], [-5.54987, -4.08571, -5.66656], [-4.54306, -4.76280, -4.38628], [0.27188, -6.03356, -5.40499], [0.96771, -5.64463, -6.97679], [-0.29009, -6.85955, -6.86594]],
  "forces_ev_per_a": [[0.101, -0.768, 0.356], [0.131, 1.018, 0.310], [-0.201, -0.380, -0.554], [0.349, 0.294, -0.369], [-0.205, 0.298, 0.296], [0.171, -0.097, 0.256], [-0.359, 0.289, 0.048], [-0.723, -0.782, -0.822], [1.213, 1.636, -0.497], [-0.435, -0.280, -0.509], [0.109, 0.090, -0.041], [-0.031, 0.534, 0.488], [0.521, 0.024, -0.395], [-0.196, -0.552, -0.047], [0.223, -0.541, 0.622], [-0.344, -0.232, 0.653], [0.200, -0.544, 0.338], [-0.442, 0.086, 0.288], [-0.089, -0.007, -0.367], [-0.130, 0.312, 0.060], [-1.892, -0.618, 0.945], [0.457, 0.384, 0.027], [-0.007, -0.075, -0.065], [0.172, -0.234, 0.406], [-0.915, 1.917, -0.401], [2.996, -0.664, 0.720], [-0.907, -0.016, -0.552], [-0.266, -0.017, 0.207], [0.350, -0.633, -0.212], [0.560, -0.038, -0.498], [0.057, 0.026, -0.053], [0.083, 0.044, -0.038], [0.142, -0.084, -0.061], [-0.047, -0.025, -0.178], [-0.139, -0.140, -0.179], [0.001, 0.012, -0.044], [-0.046, 0.006, -0.012], [-0.112, -0.013, -0.222], [-0.076, -0.116, -0.137], [0.030, -0.066, 0.048], [0.176, -0.105, -0.031], [-0.020, -0.101, -0.033], [-0.122, -0.153, 0.042], [-0.179, -0.039, 0.204], [0.010, -0.040, 0.046], [0.023, 0.084, 0.007], [-0.081, 0.239, 0.021], [-0.030, 0.102, -0.119], [0.309, 0.157, -0.055], [1.107, -0.772, 1.804], [0.012, 0.132, -0.608], [-0.078, -0.012, 0.017], [-0.043, -0.483, 0.046], [1.484, 1.448, -0.238], [-1.717, -1.570, -2.187], [0.360, 0.629, 0.712], [0.249, -0.142, 0.170], [-0.645, -0.218, 0.093], [-0.640, 0.340, -0.283], [-0.032, 0.036, -0.056], [-0.055, 0.024, -0.089], [-0.166, -0.018, -0.062], [-0.078, 0.136, 0.076], [-0.109, 0.113, 0.211], [-0.020, 0.050, 0.001], [0.024, 0.022, 0.035], [-0.078, 0.205, 0.122], [-0.090, 0.059, 0.131], [-0.035, -0.084, 0.004], [-0.189, -0.038, -0.071], [-0.082, -0.018, 0.092], [-0.030, -0.054, 0.200], [0.169, -0.141, 0.141], [-0.024, -0.067, 0.001], [0.027, 0.017, -0.072], [0.242, 0.117, -0.084], [0.030, 0.157, -0.026], [-0.065, 0.306, 0.143], [1.996, 0.309, 0.917], [-0.465, 0.248, -0.280], [0.003, -0.076, -0.007], [0.357, -0.034, -0.343], [-0.805, 1.376, 1.399], [-0.848, -0.563, -3.022], [0.165, -0.054, 1.001], [0.289, 0.158, 0.081], [0.053, -0.631, -0.316], [-0.586, -0.393, -0.172], [-0.073, -0.017, -0.009], [-0.094, 0.001, -0.041], [-0.071, -0.123, -0.102], [-0.063, -0.111, 0.121], [0.037, -0.191, 0.171], [-0.035, -0.023, 0.028], [0.020, 0.003, 0.045], [-0.076, -0.136, 0.198], [0.021, -0.133, 0.095], [0.045, -0.024, -0.067], [-0.067, -0.141, -0.132], [0.052, -0.106, 0.015], [0.162, -0.099, 0.071], [0.238, 0.105, 0.039], [0.041, -0.012, -0.053], [-0.068, 0.049, -0.030], [-0.075, 0.221, 0.108], [-0.115, 0.012, 0.118], [-0.176, 0.356, 0.056], [1.896, 1.156, 0.047], [-0.561, -0.059, -0.243], [0.027, -0.072, 0.030], [0.318, -0.152, -0.343], [-1.016, 1.755, 0.570], [-0.913, -2.393, -1.889], [0.283, 0.648, 0.772], [0.226, 0.227, -0.098], [0.199, -0.672, 0.060], [-0.466, -0.563, 0.245], [-0.083, -0.037, -0.013], [-0.025, -0.037, -0.036], [-0.037, -0.187, -0.003], [-0.023, -0.028, 0.167], [0.107, -0.040, 0.235], [-0.023, -0.009, 0.047], [0.018, 0.032, 0.029], [-0.016, -0.006, 0.248], [0.069, -0.048, 0.146], [0.047, -0.043, -0.051], [-0.038, -0.202, -0.012], [0.089, -0.069, 0.062], [0.194, -0.010, 0.078], [0.201, 0.153, -0.079], [0.036, -0.034, -0.046], [-0.050, 0.047, -0.037], [-0.119, 0.241, 0.000], [-0.116, 0.063, 0.104]],
  "lowdin_charge": [0.118, -0.089, -0.147, -0.002, -0.035, -0.463, 0.177, -0.015, -0.144, -0.226, -0.066, 0.038, 0.126, 0.106, 0.123, 0.134, 0.125, 0.122, 0.091, -0.034, -0.482, -0.135, -0.173, -0.130, -0.477, -0.049, -0.034, -0.037, -0.038, -0.048, 0.055, 0.090, 0.087, 0.125, 0.123, 0.106, 0.114, 0.114, 0.125, 0.093, 0.084, 0.058, 0.069, 0.085, 0.091, 0.084, 0.090, 0.072, -0.029, -0.483, -0.137, -0.177, -0.136, -0.483, -0.050, -0.036, -0.041, -0.040, -0.039, 0.054, 0.088, 0.088, 0.122, 0.123, 0.105, 0.113, 0.125, 0.120, 0.094, 0.083, 0.057, 0.059, 0.086, 0.093, 0.079, 0.091, 0.076, -0.035, -0.488, -0.138, -0.178, -0.138, -0.488, -0.057, -0.032, -0.041, -0.047, -0.046, 0.054, 0.091, 0.087, 0.124, 0.123, 0.105, 0.114, 0.126, 0.125, 0.095, 0.084, 0.057, 0.077, 0.085, 0.091, 0.090, 0.088, 0.077, -0.034, -0.482, -0.138, -0.179, -0.139, -0.489, -0.060, -0.019, -0.040, -0.047, -0.042, 0.057, 0.076, 0.080, 0.124, 0.122, 0.104, 0.113, 0.124, 0.125, 0.089, 0.084, 0.058, 0.078, 0.084, 0.089, 0.083, 0.085, 0.079]
}